#P
Here is one molecule with the formula C3H6N2O2 from the Open Molecules 2025 dataset. Energies are from ωB97M-V/def2-TZVPD.

Positions of all 13 atoms, in Å:
H 2.467 0.776 -1.505
N 1.702 0.250 -1.073
C 1.552 0.673 0.111
O 1.031 -0.059 1.120
C -0.017 -0.930 0.745
C -1.064 0.120 0.264
N -2.040 -0.180 -0.609
O -0.933 1.253 0.683
H 1.861 1.653 0.479
H 0.389 -1.675 0.048
H -0.406 -1.491 1.618
H -2.678 0.576 -0.825
H -2.221 -1.114 -0.910

Summary:
Total charge ... 0
HOMO-LUMO gap ... 0.400 hartree
SMILES ... [H]/N=C/OCC(N)=O

#Q
Here is one molecule with the formula C3H6N2O2 from the Open Molecules 2025 dataset. Energies are from ωB97M-V/def2-TZVPD.

Positions of all 13 atoms, in Å:
N -1.740 -0.904 -0.721
C -0.711 -0.820 0.257
C -0.378 0.660 0.125
O -1.242 1.506 0.178
N 0.909 0.970 -0.321
C 1.955 0.421 0.415
O 1.887 -0.577 1.098
H -2.529 -0.301 -0.561
H -1.812 -1.712 -1.296
H 0.121 -1.446 -0.070
H -0.865 -1.106 1.321
H 0.975 1.924 -0.658
H 2.854 1.047 0.345

Summary:
Total charge ... 0
HOMO-LUMO gap ... 0.360 hartree
SMILES ... NCC(=O)NC=O

#R
Here is a 2-piece molecular cluster, C3H6N2O2 overall from the Open Molecules 2025 dataset. Energies are from ωB97M-V/def2-TZVPD.

Positions of all 13 atoms, in Å:
C 1.384 -1.124 1.619
C 2.321 -0.443 1.028
C -1.681 1.002 -1.378
N 0.477 0.595 -0.680
N 1.648 0.756 -0.681
O 2.564 1.383 -1.172
O -0.230 1.228 -1.672
H 1.354 -1.544 2.630
H 0.344 -1.118 1.075
H 3.384 -0.346 1.254
H -2.023 1.675 -2.163
H -1.881 1.411 -0.351
H -1.947 -0.075 -1.461

Summary:
Total charge ... 0
HOMO-LUMO gap (alpha / beta) ... 0.321 / 0.321 hartree

#S
Here is one molecule with the formula C3H6N2O2 from the Open Molecules 2025 dataset. Energies are from ωB97M-V/def2-TZVPD.

Positions of all 13 atoms, in Å:
H 1.673 0.519 -2.208
N 1.082 0.200 -1.445
C 1.694 0.298 -0.337
O 1.174 -0.030 0.845
C -0.018 -0.822 0.919
C -1.376 -0.160 0.667
N -1.471 0.791 -0.293
O -2.316 -0.538 1.345
H 2.713 0.668 -0.199
H 0.090 -1.695 0.265
H -0.075 -1.157 1.954
H -2.409 1.104 -0.494
H -0.763 0.822 -1.020

Summary:
Total charge ... 0
HOMO-LUMO gap ... 0.388 hartree
SMILES ... [H]/N=C/OCC(N)=O

Short version: #R is the least stable of them.

#P
Here is a 2-piece molecular cluster, C3H6N2O2 overall from the Open Molecules 2025 dataset. Energies are from ωB97M-V/def2-TZVPD.

Positions of all 13 atoms, in Å:
C -0.820 -1.614 0.061
N -0.955 -0.094 0.191
O -0.092 0.473 0.988
H -0.486 -1.975 0.969
H -1.858 -2.069 -0.275
H 0.020 -1.594 -0.706
H -0.972 0.342 -0.777
H -1.853 0.231 0.708
N 0.057 1.401 -1.681
C 0.996 1.417 -1.005
C 1.747 1.152 0.187
O 2.612 0.303 0.309
H 1.603 2.027 1.030

Summary:
Total charge ... 0
HOMO-LUMO gap ... 0.364 hartree
SMILES ... C[NH2+][O-].N#CC=O

#Q
Here is one molecule with the formula C3H6N2O2 from the Open Molecules 2025 dataset. Energies are from ωB97M-V/def2-TZVPD.

Positions of all 13 atoms, in Å:
H 2.036 1.662 -1.272
N 1.580 0.772 -1.070
C 1.705 0.537 0.161
O 1.259 -0.595 0.760
C -0.110 -0.952 0.781
C -1.010 0.133 0.191
N -1.925 -0.285 -0.725
O -0.919 1.286 0.566
H 2.216 1.169 0.890
H -0.249 -1.929 0.304
H -0.369 -1.055 1.840
H -2.366 0.445 -1.267
H -1.847 -1.190 -1.159

Summary:
Total charge ... 0
HOMO-LUMO gap ... 0.401 hartree
SMILES ... [H]/N=C/OCC(N)=O

#R
Here is C3H6N2O2 as an isolated structure from the Open Molecules 2025 dataset. Energies are from ωB97M-V/def2-TZVPD.

Positions of all 13 atoms, in Å:
C 0.961 0.323 0.810
C -0.298 2.060 -0.211
C 0.319 -1.874 0.357
N 2.786 -0.051 0.298
N 2.742 0.018 -0.823
O 0.726 1.579 0.669
O 0.102 -0.484 0.186
H -1.280 1.912 0.242
H -0.254 1.530 -1.163
H -0.099 3.120 -0.355
H 0.764 -2.280 -0.556
H -0.650 -2.341 0.534
H 0.987 -2.051 1.202

Summary:
Total charge ... 0
HOMO-LUMO gap ... 0.323 hartree

Short version: #P is the least stable of them.

#P
Here is a 2-piece molecular cluster, C3H6N2O2 overall from the Open Molecules 2025 dataset. Energies are from ωB97M-V/def2-TZVPD.

Positions of all 13 atoms, in Å:
C 1.124 0.054 -0.541
N -1.053 1.371 0.739
C -0.759 1.117 -0.545
C 2.132 -0.627 -0.047
O -0.574 -0.884 -0.632
O -1.080 -1.627 0.484
N 0.521 1.066 -1.027
H -1.480 -2.391 0.046
H -2.016 1.288 1.028
H -0.373 1.086 1.431
H -1.550 1.344 -1.253
H 2.142 -1.705 -0.072
H 2.966 -0.092 0.390

Summary:
Total charge ... 0
HOMO-LUMO gap ... 0.336 hartree

#Q
Here is one molecule with the formula C3H6N2O2 from the Open Molecules 2025 dataset. Energies are from ωB97M-V/def2-TZVPD.

Positions of all 13 atoms, in Å:
N -2.081 -0.156 -0.238
C -0.772 -0.099 -0.100
O -0.227 1.009 -0.493
C 0.087 -1.113 0.636
O 0.765 -0.326 1.468
C 1.175 1.137 -0.241
N 1.937 0.710 -1.140
H -2.598 0.639 -0.591
H -2.580 -0.989 0.033
H 0.665 -1.678 -0.135
H -0.613 -1.855 1.093
H 1.339 1.799 0.602
H 2.902 0.923 -0.894

Summary:
Total charge ... 0
HOMO-LUMO gap ... 0.311 hartree

Short version: #P is the least stable of them.